The following is a quantum chemistry calculation of C48H68CsNO9 as an isolated structure, from OMol25.

Each line ends with the Mulliken charge.
Cartesian coordinates (Å):
Cs 3.229 -2.655 -0.172  1.622
C 3.190 -0.642 3.762  -1.075
O 2.349 -0.793 2.642  -0.158
C 1.213 -0.055 2.538  0.023
C 1.288 1.297 2.235  1.075
C 2.631 1.957 1.933  -1.907
C 2.601 2.612 0.589  0.167
C 2.294 3.947 0.282  0.575
C 2.057 4.384 -1.031  -0.452
C 2.044 3.452 -1.996  -0.384
C 2.330 2.098 -1.760  -0.814
C 2.052 1.102 -2.874  -1.356
C 0.716 0.377 -2.617  1.441
C -0.406 1.222 -2.740  -0.857
C -1.712 0.795 -2.544  0.710
C -1.883 -0.502 -2.082  -0.454
C -0.774 -1.397 -2.032  0.628
C -1.024 -2.884 -1.735  -1.623
C -1.573 -2.966 -0.316  -0.264
C -2.873 -3.381 0.008  -0.228
C -3.341 -3.434 1.364  -0.045
C -2.421 -2.920 2.310  -0.959
C -1.117 -2.586 2.016  0.482
C -0.213 -2.072 3.140  -1.609
C -0.027 -0.624 2.861  0.804
C -1.132 0.182 2.970  -0.422
C -1.093 1.551 2.677  -0.321
C 0.143 2.031 2.274  -0.475
C -2.373 2.425 2.573  2.625
C -2.591 3.545 3.605  -1.808
C -2.337 3.073 1.144  -1.538
C -3.620 1.570 2.737  -2.404
C -0.569 -2.711 0.700  0.080
O 0.664 -2.508 0.479  -0.705
C -4.679 -4.011 1.848  2.276
C -4.268 -5.304 2.569  -1.569
C -5.687 -4.331 0.697  -2.016
C -5.407 -3.087 2.866  -1.697
C 0.503 -0.938 -2.374  -0.584
O 1.579 -1.803 -2.396  -0.046
C 1.993 -2.291 -3.649  -1.034
C -2.873 1.643 -2.975  2.395
C -4.172 1.116 -2.305  -2.461
C -2.977 1.395 -4.483  -1.869
C -2.828 3.168 -2.729  -1.332
C 2.787 1.683 -0.441  0.365
O 3.210 0.491 -0.265  -1.067
C 1.754 5.834 -1.517  2.338
C 1.019 6.628 -0.448  -1.857
C 0.901 5.910 -2.799  -1.878
C 3.074 6.584 -1.686  -1.769
H 2.699 -0.514 4.713  0.315
H 3.889 0.214 3.763  0.286
H 3.882 -1.514 3.784  0.297
H 3.435 1.301 2.016  0.391
H 2.768 2.740 2.641  0.746
H 2.235 4.677 1.132  -0.042
H 1.875 3.751 -3.082  0.177
H 2.902 0.420 -2.909  0.374
H 1.917 1.514 -3.919  0.432
H -0.209 2.243 -3.120  0.002
H -2.881 -0.868 -1.829  0.336
H -0.024 -3.260 -1.810  0.344
H -1.699 -3.229 -2.550  0.432
H -3.623 -3.553 -0.790  0.211
H -2.739 -2.925 3.349  0.333
H 0.712 -2.647 3.021  0.224
H -0.671 -2.291 4.109  0.467
H -1.999 -0.368 3.241  0.670
H 0.123 3.079 1.939  0.064
H -1.758 4.306 3.601  0.302
H -2.662 3.270 4.656  0.408
H -3.465 4.216 3.337  0.382
H -1.401 3.751 1.150  0.024
H -3.305 3.600 0.941  0.601
H -2.123 2.221 0.461  0.230
H -3.671 1.192 3.741  0.515
H -3.631 0.704 2.045  0.280
H -4.519 2.197 2.526  0.456
H -4.126 -6.129 1.829  0.303
H -5.134 -5.629 3.228  0.361
H -3.366 -5.211 3.122  0.346
H -5.165 -4.938 -0.040  0.392
H -6.095 -3.401 0.364  0.436
H -6.546 -4.912 1.123  0.434
H -4.781 -2.717 3.663  0.300
H -6.298 -3.564 3.188  0.481
H -5.722 -2.216 2.267  0.385
H 2.714 -3.107 -3.447  0.206
H 2.399 -1.511 -4.225  0.249
H 1.200 -2.842 -4.179  0.278
H -4.527 0.198 -2.723  0.391
H -4.901 1.895 -2.464  0.566
H -4.003 1.028 -1.255  0.447
H -2.898 0.326 -4.652  0.375
H -2.097 1.719 -5.077  0.296
H -3.805 1.767 -5.027  0.493
H -2.899 3.409 -1.605  0.062
H -3.595 3.676 -3.331  0.522
H -1.846 3.496 -3.124  0.236
H 0.024 6.327 -0.431  0.419
H 1.089 7.674 -0.836  0.533
H 1.552 6.519 0.500  0.354
H 0.121 5.135 -2.852  0.293
H 1.573 5.745 -3.648  0.357
H 0.375 6.863 -2.893  0.472
H 3.652 6.365 -0.815  0.432
H 2.835 7.688 -1.811  0.394
H 3.710 6.301 -2.527  0.350
N 4.452 -6.480 2.708  -0.654
C 4.353 -6.637 1.254  -0.164
C 4.941 -5.401 0.498  0.253
O 5.069 -4.346 1.193  -0.736
O 5.204 -5.610 -0.711  -0.766
H 3.941 -7.289 3.057  0.221
H 3.888 -5.670 2.957  0.245
H 3.264 -6.711 0.944  0.151
H 4.888 -7.569 0.930  0.304
O 4.569 -0.639 -2.230  -0.506
H 5.450 -0.413 -2.457  0.165
H 4.152 -0.202 -1.470  0.311
O 5.852 1.115 0.419  -0.705
H 5.152 0.509 0.186  0.397
H 5.490 1.932 0.054  0.398
O 6.331 -6.601 -3.038  -0.701
H 5.784 -5.927 -3.542  0.271
H 6.073 -6.418 -2.085  0.528

Values from the calculation:
Electronic energy   -2621.97258 Eh
E_LUMO   3.651 eV
M   936.0 g mol⁻¹
Charge   -2
HOMO   -0.0700 Ha

The following is a quantum chemistry calculation of IMn2 as an isolated structure, from OMol25.

Each line ends with the Mulliken charge.
Cartesian coordinates (Å):
Mn -2.027 1.953 -2.981  1.531
Mn 1.697 -2.871 2.388  1.574
I 0.330 0.918 0.593  -0.105

Values from the calculation:
Electronic energy   -2598.23340 Eh
E_LUMO (spin up / spin down)   -15.178 / -14.949 eV
Spin multiplicity   11
M   236.8 g mol⁻¹
Charge   +3
HOMO (spin up / spin down)   -0.7118 / -0.6722 Ha

The following is a quantum chemistry calculation of a 8-piece molecular cluster, C44H101N10O10 overall, from OMol25.

Each line ends with the Mulliken charge.
Cartesian coordinates (Å):
O 0.681 1.214 -0.502  0.226
C 0.163 0.459 0.556  0.557
C -0.813 -0.787 0.473  0.206
O -0.520 -2.029 -0.080  -0.432
H -0.488 1.199 1.066  -0.703
H 1.001 0.277 1.259  -0.661
H -1.768 -0.383 0.075  -1.349
H -0.989 -1.032 1.540  0.311
C 4.491 0.061 -1.269  -1.609
C 3.762 0.466 -2.519  1.258
N 2.950 -0.601 -3.090  0.098
C 1.841 -1.190 -2.555  -0.124
C 1.394 -2.073 -3.488  -0.093
N 2.296 -2.087 -4.520  0.334
C 3.213 -1.115 -4.302  -0.475
C 2.238 -2.929 -5.709  -0.732
H 5.226 0.813 -0.968  0.495
H 5.132 -0.815 -1.389  0.515
H 3.848 -0.079 -0.400  0.185
H 4.489 0.720 -3.290  0.608
H 3.137 1.325 -2.272  -1.191
H 1.402 -0.892 -1.614  -0.041
H 0.558 -2.750 -3.462  0.064
H 4.054 -0.888 -4.936  0.597
H 1.250 -3.381 -5.779  0.220
H 2.908 -3.783 -5.634  0.266
H 2.425 -2.337 -6.600  0.428
C -0.779 5.296 0.023  -1.315
C 0.399 5.226 0.975  0.558
N 0.017 4.653 2.280  0.120
C 0.466 3.488 2.787  0.458
C -0.291 3.179 3.872  -0.375
N -1.127 4.268 4.086  0.235
C -0.849 5.195 3.131  -0.493
C -2.184 4.385 5.086  -0.694
H -0.670 5.782 -0.942  0.468
H -1.568 5.779 0.609  0.445
H -1.269 4.346 -0.212  0.272
H 0.873 6.184 1.189  0.430
H 1.214 4.606 0.597  -0.666
H 1.148 2.989 2.114  -0.320
H -0.346 2.317 4.513  0.589
H -1.405 6.118 3.076  0.396
H -3.076 3.882 4.706  0.279
H -2.466 5.432 5.170  0.307
H -1.893 3.913 6.019  0.349
C 2.032 1.651 3.071  -1.089
C 3.176 1.287 2.173  -0.438
N 3.509 2.377 1.266  0.381
C 2.781 2.715 0.132  -0.790
C 3.551 3.633 -0.535  1.004
N 4.637 3.937 0.254  0.262
C 4.588 3.145 1.335  -0.613
C 5.803 4.696 -0.068  -0.896
H 2.181 2.621 3.544  0.699
H 1.765 0.851 3.756  0.368
H 1.170 1.833 2.415  0.349
H 3.078 0.322 1.671  -0.154
H 4.069 1.063 2.766  0.759
H 1.892 2.158 -0.139  0.744
H 3.260 4.225 -1.387  -0.581
H 5.370 3.063 2.075  0.554
H 5.778 5.299 -0.984  0.383
H 6.679 4.062 -0.167  0.377
H 5.861 5.601 0.547  0.365
C 5.509 -4.018 0.852  -0.884
O 4.188 -3.502 0.900  -0.131
C 3.315 -4.230 1.740  -0.953
C 1.923 -3.773 1.316  -0.020
N 1.675 -3.966 -0.153  1.322
H 0.781 -3.468 -0.238  -0.794
H 2.382 -3.580 -0.778  0.425
C 1.249 -5.362 -0.565  -0.680
C 0.946 -5.464 -2.055  0.034
O 2.084 -5.013 -2.779  -0.182
C 2.910 -6.057 -3.304  -0.887
H 5.967 -4.218 1.824  0.345
H 6.177 -3.321 0.349  0.233
H 5.516 -4.952 0.284  0.316
H 3.550 -4.050 2.792  0.472
H 3.387 -5.314 1.595  0.451
H 1.739 -2.743 1.611  0.078
H 1.171 -4.394 1.803  0.310
H 0.295 -5.496 -0.054  0.309
H 2.055 -6.015 -0.240  0.448
H 0.098 -4.819 -2.307  -0.421
H 0.599 -6.473 -2.281  0.678
H 3.531 -5.663 -4.107  0.256
H 2.400 -6.914 -3.749  0.380
H 3.548 -6.469 -2.519  0.292
C -3.416 3.454 -3.892  -0.737
O -2.681 3.373 -2.668  -0.416
C -2.400 2.074 -2.234  0.171
C -1.235 1.430 -3.017  0.103
N -0.091 2.412 -2.958  0.443
H -0.512 3.265 -3.322  0.538
H 0.089 2.348 -1.940  -0.501
C 1.262 1.976 -3.489  -0.131
C 2.298 3.032 -3.112  0.363
O 1.895 4.275 -3.589  -0.409
C 2.774 5.360 -3.254  -0.880
H -4.311 2.832 -3.883  0.328
H -2.755 3.353 -4.755  0.297
H -3.767 4.487 -3.900  0.304
H -3.296 1.442 -2.218  0.739
H -2.119 2.078 -1.176  -0.736
H -1.392 1.324 -4.090  0.601
H -0.959 0.540 -2.452  -0.732
H 1.115 1.988 -4.570  0.810
H 1.444 0.987 -3.082  -0.280
H 3.265 2.751 -3.545  0.693
H 2.375 2.999 -2.016  -1.833
H 3.326 5.355 -2.317  0.367
H 2.263 6.311 -3.404  0.376
H 3.459 5.406 -4.108  0.403
C -1.523 -3.430 -4.650  -0.468
O -2.480 -3.219 -3.639  -0.484
C -2.522 -1.944 -3.076  0.359
C -3.530 -1.801 -1.943  -0.925
N -3.328 -2.895 -0.944  0.296
H -3.080 -3.798 -1.362  0.582
H -2.438 -2.752 -0.423  -0.528
C -4.456 -3.029 0.045  -0.337
C -4.082 -4.086 1.100  -0.646
O -3.460 -3.348 2.147  -0.128
C -2.264 -3.984 2.603  -0.654
H -0.632 -4.012 -4.377  0.012
H -1.175 -2.466 -5.031  0.357
H -2.000 -4.045 -5.413  0.424
H -2.781 -1.131 -3.769  0.610
H -1.496 -1.674 -2.790  -0.369
H -4.500 -1.999 -2.402  0.560
H -3.540 -0.847 -1.429  0.267
H -5.395 -3.346 -0.408  0.401
H -4.498 -2.017 0.435  0.137
H -3.536 -4.927 0.663  0.360
H -5.011 -4.523 1.479  0.531
H -1.573 -4.213 1.789  0.004
H -2.429 -4.833 3.269  0.408
H -1.749 -3.250 3.226  0.210
C -3.346 2.973 1.732  -0.406
O -3.895 2.154 2.748  -0.465
C -3.721 0.769 2.557  0.953
C -4.977 0.022 2.982  -1.538
N -5.500 0.370 4.379  -0.016
H -5.935 1.287 4.262  0.430
H -6.226 -0.292 4.654  0.455
C -4.537 0.536 5.552  -0.546
C -3.573 -0.661 5.676  -0.384
O -4.310 -1.856 5.711  -0.369
C -3.550 -3.016 6.058  -0.508
H -2.352 2.567 1.504  -0.163
H -3.165 3.959 2.162  0.330
H -3.936 3.111 0.824  0.459
H -2.882 0.458 3.183  -0.226
H -3.566 0.509 1.507  0.132
H -4.822 -1.057 3.015  0.374
H -5.784 0.249 2.286  0.516
H -5.137 0.639 6.454  0.532
H -4.021 1.481 5.400  0.074
H -3.089 -0.528 6.647  0.561
H -2.813 -0.639 4.891  0.184
H -2.971 -3.378 5.205  0.028
H -4.405 -3.666 6.242  0.296
H -2.892 -2.961 6.926  0.358

Values from the calculation:
Electronic energy   -3034.93850 Eh
E_LUMO   -9.494 eV
M   930.4 g mol⁻¹
Charge   +5
HOMO   -0.6527 Ha

The following is a quantum chemistry calculation of an isolated ion of composition C5H10N3O and charge +1, from OMol25.

Each line ends with the Mulliken charge.
Cartesian coordinates (Å):
C 1.520 -1.880 -0.044  -1.427
C 0.967 -0.505 -0.441  0.850
C 1.659 0.642 0.308  -1.480
C -0.472 -0.516 -0.234  0.195
O -1.281 -1.457 -0.023  -0.013
N -2.566 -1.101 0.192  -0.391
C -2.647 0.197 0.192  0.134
N -1.505 0.842 -0.011  0.395
N -1.171 2.114 -0.279  -0.791
H 1.306 -2.094 1.002  0.387
H 2.598 -1.885 -0.181  0.393
H 1.091 -2.669 -0.658  0.384
H 1.136 -0.350 -1.518  0.203
H 1.384 1.607 -0.106  0.368
H 2.734 0.528 0.198  0.407
H 1.423 0.613 1.368  0.402
H -3.596 0.672 0.365  0.449
H -1.963 2.677 -0.573  0.265
H -0.615 2.565 0.442  0.269

Values from the calculation:
Electronic energy   -435.63614 Eh
E_LUMO   -4.660 eV
M   128.2 g mol⁻¹
Charge   +1
SMILES string   CC(C)c1onc[n+]1N
HOMO   -0.5224 Ha

The following is a quantum chemistry calculation of C14H43O8V as an isolated structure, from OMol25.

Each line ends with the Mulliken charge.
Cartesian coordinates (Å):
V 0.646 -2.597 0.236  0.586
O 0.004 -0.657 0.275  0.249
H -0.735 -0.110 0.015  -0.024
C -0.031 -2.666 -3.937  -1.362
C -0.633 -2.165 -2.633  0.224
O -0.451 -3.177 -1.604  -0.276
H -0.771 -3.350 -4.367  0.410
H 0.887 -3.232 -3.782  0.301
H 0.190 -1.909 -4.686  0.361
H -1.688 -1.917 -2.737  0.395
H -0.124 -1.266 -2.286  -0.012
H -0.884 -3.990 -1.892  0.223
C -3.335 -3.802 0.568  -1.290
C -2.334 -2.742 1.010  0.398
O -1.084 -3.376 1.399  -0.419
H -4.248 -3.359 0.173  0.362
H -3.557 -4.496 1.378  0.358
H -2.905 -4.379 -0.257  0.273
H -2.759 -2.204 1.857  0.397
H -2.140 -2.031 0.214  -0.162
H -1.168 -3.632 2.325  0.288
C -3.157 1.240 -1.841  -0.635
C -2.944 2.742 -1.704  0.161
O -3.769 3.368 -2.678  -0.540
H -2.983 0.957 -2.879  0.314
H -4.185 0.946 -1.618  0.427
H -2.532 0.675 -1.147  -0.099
H -1.890 2.977 -1.884  -0.078
H -3.218 3.090 -0.702  0.210
H -3.469 4.270 -2.818  0.307
C 1.600 3.788 -1.552  -1.421
C 0.988 2.816 -0.567  0.931
O 0.556 1.664 -1.282  -0.544
H 0.876 4.017 -2.334  0.314
H 2.503 3.378 -2.003  0.316
H 1.883 4.731 -1.080  0.406
H 0.154 3.256 -0.005  0.158
H 1.725 2.507 0.184  -0.471
H 0.414 0.929 -0.664  0.029
C -2.423 1.759 3.903  -1.314
C -1.628 1.534 2.618  0.426
O -1.884 0.230 2.104  -0.490
H -1.944 2.499 4.542  0.370
H -2.452 0.810 4.441  0.317
H -3.437 2.082 3.677  0.304
H -0.553 1.643 2.792  -0.015
H -1.920 2.300 1.889  0.085
H -1.085 -0.068 1.615  0.202
C 3.356 1.924 2.319  -1.209
C 2.615 0.683 2.833  0.311
O 3.449 -0.462 2.598  -0.515
H 2.774 2.814 2.573  0.356
H 3.580 1.881 1.257  0.238
H 4.291 2.044 2.871  0.466
H 1.645 0.561 2.358  -0.384
H 2.495 0.777 3.915  0.381
H 4.265 -0.345 3.090  0.308
C 4.529 -1.366 -0.259  -1.279
C 3.170 -1.092 -0.829  0.538
O 2.419 -2.308 -1.083  -0.420
H 5.218 -1.796 -0.994  0.402
H 4.488 -2.141 0.515  0.303
H 4.997 -0.515 0.228  0.295
H 3.206 -0.462 -1.721  0.321
H 2.566 -0.532 -0.106  -0.308
H 2.833 -2.745 -1.839  0.244

Values from the calculation:
Electronic energy   -2104.85862 Eh
E_LUMO (spin up / spin down)   -3.502 / -3.583 eV
Spin multiplicity   4
M   390.4 g mol⁻¹
Charge   +1
HOMO (spin up / spin down)   -0.4399 / -0.4400 Ha

The following is a quantum chemistry calculation of C18H17ClN4O in the gas phase, from OMol25.

Each line ends with the Mulliken charge.
Cartesian coordinates (Å):
C 0.551 -4.124 4.076  -1.119
N 0.006 -3.095 3.209  0.210
C 0.213 -2.978 1.795  0.228
O 1.256 -3.375 1.296  -0.696
N -0.850 -2.366 1.203  0.065
C -0.764 -1.560 0.030  0.134
C 0.219 -1.623 -1.041  -0.238
C 0.239 -0.618 -2.044  -0.801
C -0.516 0.516 -1.755  0.314
C -0.217 1.771 -2.432  0.342
C 0.014 2.718 -3.096  -0.044
C 0.590 3.641 -4.087  0.662
C 1.760 3.154 -4.729  -0.504
C 2.563 4.057 -5.464  -0.382
C 2.200 5.309 -5.486  -0.482
C 0.899 5.723 -5.029  0.409
Cl 0.312 7.354 -5.302  -0.207
C 0.103 4.883 -4.208  -0.811
N -1.447 0.546 -0.756  -0.683
N -1.582 -0.538 -0.013  -0.048
C -1.902 -2.131 2.325  -1.097
C -0.969 -2.126 3.561  1.558
C -0.382 -0.600 3.772  -1.435
C -1.844 -2.529 4.744  -1.742
H 0.043 -4.378 4.998  0.403
H 1.536 -3.743 4.243  0.381
H 0.649 -5.081 3.573  0.315
H 0.928 -2.437 -1.014  0.455
H 0.976 -0.693 -2.785  0.460
H 2.111 2.112 -4.594  0.328
H 3.331 3.549 -6.127  0.291
H 2.829 5.981 -6.036  0.371
H -0.810 5.311 -3.719  0.383
H -2.653 -2.895 2.334  0.364
H -2.509 -1.218 2.118  0.379
H 0.229 -0.685 4.704  0.347
H -1.069 0.233 3.818  0.367
H 0.213 -0.250 2.923  0.346
H -2.298 -3.574 4.653  0.381
H -1.188 -2.430 5.645  0.441
H -2.768 -1.811 4.700  0.356

Values from the calculation:
Electronic energy   -1450.41668 Eh
E_LUMO   0.045 eV
M   340.8 g mol⁻¹
Charge   0
SMILES string   CN1C(=O)N(c2ccc(C#Cc3cccc(Cl)c3)nn2)CC1(C)C
HOMO   -0.3122 Ha

Question: Look up the charge of the fifth one.
Answer: +1